[1]
15
Properties=species:S:1:pos:R:3:forces:R:3 method="wB97M-V/def2-TZVPD" orbital_gap_ev=10.74 de_lowest_kj_mol=203.0 e_lumo_ev=0.926 energy_ev=-8840.852
O -1.0131 0.7681 1.0669 -0.356 -0.477 -1.880
O 1.8618 0.4829 -0.6920 -0.989 1.479 1.492
N -2.7071 -0.7367 0.7856 2.900 3.362 -1.784
C 3.3188 0.6543 -0.7240 -3.051 -0.388 -2.220
C -1.4649 -0.1552 0.3841 -1.687 -0.899 2.363
C -0.6362 -0.9519 -0.6000 -0.053 0.753 -0.348
H 3.5752 1.6861 -1.0022 0.307 -0.264 0.749
H 0.0189 -1.3448 0.1661 1.018 -0.390 -0.487
H 3.2894 0.0877 -1.6835 2.087 -0.042 0.797
H -0.1184 -0.2155 -1.2481 -0.047 -0.832 0.498
H -2.7603 -1.6847 0.6362 -0.989 -2.142 -0.078
H -3.1882 -0.1417 1.4156 -0.629 -0.411 0.870
H 3.7169 0.1858 0.1639 0.746 0.162 -0.126
H -1.0249 -1.7948 -1.2182 -0.381 0.872 0.745
H 1.3458 1.0874 -0.0882 1.124 -0.782 -0.590



[2]
15
Properties=species:S:1:pos:R:3:forces:R:3 method="wB97M-V/def2-TZVPD" orbital_gap_ev=10.17 de_lowest_kj_mol=93.4 e_lumo_ev=0.809 energy_ev=-8841.987
O 1.0298 -1.7214 0.1861 0.981 -0.191 -0.364
O -1.0195 -0.9476 0.7676 0.143 0.190 -0.389
N 0.3541 1.5248 -1.5645 -0.076 0.113 -0.089
C -1.0350 1.8546 -2.0000 0.924 -1.344 0.582
C 0.0563 -1.4046 1.0368 0.169 -0.345 0.756
C 0.5234 -1.7388 2.4375 -0.590 1.155 0.343
H -1.7367 1.2506 -1.4179 -0.028 0.517 0.302
H -1.1631 1.4360 -2.9958 -0.027 0.696 -0.378
H 0.9728 -1.3833 -0.7124 -0.734 0.216 -0.255
H 0.0344 -0.9866 3.0842 0.105 -0.741 -0.028
H 0.8971 2.3777 -1.5932 0.204 -0.129 -0.088
H 0.2653 -2.7505 2.7068 -0.399 -0.245 0.123
H 0.4066 1.2106 -0.6040 -0.358 0.058 0.046
H -1.1753 2.9257 -1.8998 -0.649 -0.027 -0.295
H 1.5898 -1.6471 2.5688 0.335 0.076 -0.266



[3]
15
Properties=species:S:1:pos:R:3:forces:R:3 method="wB97M-V/def2-TZVPD" orbital_gap_ev=10.31 de_lowest_kj_mol=251.7 e_lumo_ev=0.805 energy_ev=-8840.346
O -0.6796 -2.4222 -1.0997 -0.204 -0.535 0.345
O -0.4466 1.2950 -1.3101 0.478 0.283 0.303
N 0.6118 2.3474 0.6108 -0.094 -0.448 -1.273
C -0.0848 -2.3330 0.1412 0.039 0.450 -0.027
C -0.5956 -2.7799 1.2832 0.796 -0.331 -1.059
C 0.5915 2.1453 -0.8095 1.029 -0.017 0.601
H 1.0899 1.6499 1.1656 -0.547 0.653 0.231
H 0.5516 3.1298 -1.2813 -0.140 -0.075 -0.180
H 0.8849 -1.8483 0.0795 -0.029 0.338 0.327
H -1.0026 -1.5366 -1.2888 0.040 0.173 -0.319
H 0.1173 3.1506 0.9418 0.171 -0.219 0.730
H -0.0134 -2.5494 2.1620 -0.170 -0.424 0.270
H 1.5421 1.6740 -1.0533 -0.109 -0.086 -0.467
H -1.1787 1.5924 -0.7759 -0.837 -0.205 0.069
H -1.3878 -3.5150 1.2345 -0.422 0.443 0.448



[4]
15
Properties=species:S:1:pos:R:3:forces:R:3 method="wB97M-V/def2-TZVPD" orbital_gap_ev=10.62 de_lowest_kj_mol=96.7 e_lumo_ev=0.732 energy_ev=-8841.953
O 1.6577 2.6073 -2.3830 -0.048 -0.148 0.173
O 0.3280 -0.2835 0.9299 0.316 0.394 0.083
N -0.4757 -2.2883 1.5236 0.241 0.125 0.100
C -0.6307 -1.0015 1.1006 -0.260 -0.219 -0.469
C 2.0215 1.6033 -1.4195 -0.016 -0.246 -1.448
C -2.0367 -0.5434 0.8551 -0.952 0.597 0.894
H 3.0757 1.7678 -1.2587 0.165 0.227 0.724
H 0.4906 -2.5485 1.6447 -0.125 -0.299 -0.025
H -2.7835 -1.2539 1.1840 -0.097 -0.449 -0.136
H 1.3751 1.6323 -0.5537 0.250 0.001 0.427
H -1.1836 -2.9972 1.4382 0.034 0.165 0.064
H 0.7041 2.5934 -2.4928 -0.009 -0.037 -0.009
H -2.2635 -0.2324 -0.1522 0.355 -0.184 -0.501
H 1.9895 0.5972 -1.8722 -0.338 0.188 0.145
H -2.2687 0.3474 1.4559 0.484 -0.115 -0.022



[5]
15
Properties=species:S:1:pos:R:3:forces:R:3 method="wB97M-V/def2-TZVPD" orbital_gap_ev=10.65 de_lowest_kj_mol=170.7 e_lumo_ev=0.721 energy_ev=-8841.186
O -0.1213 2.3397 0.1806 0.731 0.548 0.140
O -0.9622 0.3044 -0.4331 1.325 0.984 0.577
N 0.7122 -1.6596 -1.3514 0.759 0.726 -0.307
C -1.1264 0.7744 1.8892 1.158 2.375 -1.299
C -0.5880 1.3008 0.4912 -2.480 -2.230 0.640
C 1.7736 -2.2096 -0.5089 1.909 -1.459 0.117
H -0.9693 1.6174 2.6512 0.254 -1.923 -0.622
H -0.1174 -0.0686 -0.7981 -0.814 -0.299 -0.139
H 1.7593 -3.3047 -0.5539 -0.755 -0.008 0.705
H 1.0621 -1.1744 -2.1785 0.192 -0.198 0.372
H 0.0911 -2.3687 -1.7169 0.006 -0.063 0.361
H 2.8273 -2.1789 -0.8570 -0.548 1.038 -0.697
H -0.7291 -0.2556 1.9250 -0.036 0.741 0.959
H 1.9316 -1.8708 0.5461 -1.167 -0.022 -0.778
H -2.1873 0.7093 1.7236 -0.536 -0.210 -0.029



[6]
15
Properties=species:S:1:pos:R:3:forces:R:3 method="wB97M-V/def2-TZVPD" orbital_gap_ev=10.16 de_lowest_kj_mol=128.7 e_lumo_ev=0.704 energy_ev=-8841.621
O -1.3591 -0.2823 0.6479 -1.269 -0.813 -0.121
O -0.6094 2.9815 1.6391 0.290 -1.356 0.015
N 0.3347 -0.8168 -0.6759 -0.055 0.273 -0.326
C 0.9823 0.4655 -0.3834 0.827 -0.867 -0.392
C -0.9053 -1.0854 -0.1488 1.582 0.746 -0.322
C 1.1823 -1.8052 -1.3054 -0.223 -0.957 0.526
H -1.3679 -2.0399 -0.5592 0.234 0.915 0.699
H 0.3944 1.0895 0.2599 -0.297 0.167 -0.244
H 0.5747 -2.4963 -1.8746 -0.159 -0.007 -0.513
H 1.9664 -1.3750 -1.9272 -0.311 0.194 -0.072
H -0.8573 2.1976 1.1173 -0.585 0.599 -0.318
H -0.1494 2.4680 2.3203 0.089 0.713 0.393
H 1.9029 0.2559 0.1480 0.331 -0.046 0.344
H 1.6727 -2.4651 -0.5696 0.108 0.430 0.046
H 1.3178 0.9485 -1.3170 -0.564 0.009 0.283



[7]
15
Properties=species:S:1:pos:R:3:forces:R:3 method="wB97M-V/def2-TZVPD" orbital_gap_ev=10.74 de_lowest_kj_mol=182.8 e_lumo_ev=1.001 energy_ev=-8841.061
O -1.6722 1.1280 0.0306 0.257 -0.427 0.046
O 1.5570 -0.8270 -0.1572 0.008 -0.413 -0.334
N 1.2244 1.4510 -0.5423 -0.495 -0.129 0.168
C -1.4793 0.0083 0.4426 -1.164 -0.192 1.363
C 1.3498 0.4194 0.4503 -0.392 -0.242 1.601
C -1.5173 -1.2474 -0.3627 0.624 0.129 -0.434
H 2.2208 0.6764 1.0736 -0.235 0.032 0.011
H 2.1228 -0.6926 -0.9282 0.012 0.113 0.103
H -1.3586 -0.1902 1.5766 -0.188 0.365 -1.179
H 0.3185 1.3909 -1.0012 0.027 0.041 0.007
H 1.2614 2.3669 -0.1109 0.113 -0.007 -0.009
H -2.2836 -1.9276 -0.0014 -0.152 0.043 0.126
H 0.4554 0.2066 1.2040 1.829 0.754 -1.540
H -0.5472 -1.7383 -0.2547 -0.065 -0.080 0.083
H -1.6518 -1.0244 -1.4192 -0.180 0.015 -0.011



[8]
15
Properties=species:S:1:pos:R:3:forces:R:3 method="wB97M-V/def2-TZVPD" orbital_gap_ev=10.68 de_lowest_kj_mol=200.2 e_lumo_ev=0.702 energy_ev=-8840.880
O 2.4323 5.0510 3.5969 -0.062 0.045 -0.549
O -2.8531 -1.1808 -1.5858 0.412 -0.275 -0.467
N 0.5516 -0.1992 -1.1977 -0.625 -0.669 0.924
C -1.8512 -0.6297 -1.1854 -1.680 -1.112 0.322
C -0.3712 -2.4454 -0.2482 -0.684 2.785 0.325
C -0.4919 -1.2893 -1.2984 1.003 0.039 -0.291
H 1.6361 4.8918 3.0778 -0.193 -0.087 0.291
H -2.1240 0.2644 -0.6064 1.288 0.604 0.161
H -1.3138 -2.9807 -0.3147 0.404 -0.797 -0.009
H -0.5246 -1.8281 -2.2613 0.415 0.843 -0.068
H 0.2619 0.3582 -0.3787 -0.027 -0.013 -0.600
H 1.4526 -0.5444 -0.8482 -0.340 -0.352 -0.580
H 0.5882 -2.9641 -0.3227 -0.507 -0.175 -0.049
H 3.0392 5.3318 2.9020 0.255 0.044 0.256
H -0.4320 -1.8354 0.6708 0.341 -0.878 0.335



[9]
15
Properties=species:S:1:pos:R:3:forces:R:3 method="wB97M-V/def2-TZVPD" orbital_gap_ev=10.57 de_lowest_kj_mol=183.5 e_lumo_ev=0.686 energy_ev=-8841.054
O 3.1316 0.7642 -0.3343 -0.423 0.197 -0.717
O 1.3053 0.1396 0.7166 5.201 -2.661 1.165
N -1.2695 0.8285 1.1748 -0.810 -1.326 -1.388
C 2.1122 0.1215 -0.3502 2.065 -0.751 1.122
C -2.3531 0.0229 0.4478 2.096 0.966 0.667
C 1.8536 -1.0068 -1.2902 -2.960 1.383 -0.406
H 1.4071 -1.8722 -0.7729 0.515 0.344 -0.478
H 0.5469 0.5606 0.6022 -6.199 2.762 -0.423
H 2.6755 -1.1101 -1.8993 2.183 -1.040 -0.901
H -2.3836 0.2207 -0.6104 0.169 0.534 -0.363
H -2.0528 -1.0140 0.5051 -0.600 -0.354 0.520
H -1.3170 1.7570 0.8228 -0.149 1.003 0.053
H -1.5340 0.8305 2.1453 0.187 0.202 0.270
H -3.2572 0.3563 0.8967 -1.213 -0.718 0.113
H 1.1351 -0.5987 -2.0538 -0.060 -0.540 0.767



[10]
15
Properties=species:S:1:pos:R:3:forces:R:3 method="wB97M-V/def2-TZVPD" orbital_gap_ev=10.02 de_lowest_kj_mol=107.0 e_lumo_ev=0.542 energy_ev=-8841.846
O 1.4419 -0.9082 0.0033 -0.170 0.522 -0.234
O -2.5541 2.1621 -0.6392 0.084 0.154 -0.516
N -1.1783 0.9724 0.6761 1.512 -1.004 0.015
C -1.7491 1.2599 -0.5449 -1.097 0.325 1.018
C 2.2018 -0.9774 1.1693 1.170 -0.621 1.669
C -1.4474 0.2433 -1.6240 2.135 0.534 0.583
H -0.3315 0.1412 -1.5757 -0.775 -0.274 -0.201
H -0.3272 0.4156 0.6879 -0.371 -0.121 -0.348
H -1.2049 1.5550 1.4948 -0.682 0.588 -0.417
H 1.3088 -1.7720 -0.3685 0.029 -0.510 -0.182
H -1.6627 0.5976 -2.6319 -0.573 -0.231 0.320
H -1.8640 -0.7066 -1.2919 -0.215 -0.003 -0.520
H 1.8388 -0.2428 1.8897 -0.208 -0.088 -0.026
H 2.2523 -1.9669 1.6756 -0.753 0.369 -0.384
H 3.2754 -0.7731 1.0794 -0.086 0.363 -0.776